1.
{
  "formula": "C8H7N2O2",
  "method": "ωB97M-V/def2-TZVPD",
  "e_lumo_ev": 3.8,
  "orbital_gap_ev": 6.69,
  "charge": -1,
  "fmax_ev_per_a": 4.82,
  "total_energy_ev": -15482.456,
  "relative_energy_ev": 1.854,
  "elements": ["C", "C", "C", "C", "C", "C", "C", "C", "N", "N", "O", "O", "H", "H", "H", "H", "H", "H", "H"],
  "coordinates": [[-1.97, 1.71, 0.46], [-1.34, 0.45, 0.35], [-0.05, 0.81, 0.00], [3.12, -0.16, 0.29], [-1.48, -1.05, 0.58], [0.22, -1.26, -1.31], [-0.06, -1.56, 0.09], [0.77, -0.40, -0.23], [-1.05, 2.72, 0.21], [0.15, 2.13, 0.07], [3.52, -0.07, -0.80], [3.14, -0.12, 1.48], [-2.94, 1.98, 0.55], [-1.48, -1.47, 1.68], [-2.31, -1.40, -0.04], [1.00, -1.56, -1.97], [-0.67, -1.00, -1.83], [0.41, -2.36, 0.62], [1.00, 2.60, -0.20]]
}

---

2.
{
  "formula": "C8H7N2O5ReS",
  "method": "ωB97M-V/def2-TZVPD",
  "spin_multiplicity": 4,
  "s2": 3.802,
  "e_lumo_ev": [-14.3, -16.8],
  "orbital_gap_ev": [7.20, 4.50],
  "charge": 3,
  "fmax_ev_per_a": 9.23,
  "total_energy_ev": -34554.627,
  "relative_energy_ev": 2.218,
  "elements": ["O", "C", "Re", "C", "O", "C", "O", "C", "O", "C", "O", "H", "S", "C", "N", "C", "C", "N", "H", "H", "H", "H", "H", "H"],
  "coordinates": [[1.78, -0.92, 3.98], [0.69, -0.68, 4.25], [1.84, 0.28, -0.55], [1.04, 0.90, -2.23], [0.48, 1.29, -3.19], [2.89, -0.74, -4.12], [3.10, -1.13, -5.16], [1.28, -1.56, -0.87], [0.87, -2.65, -1.00], [3.76, 0.30, -0.83], [4.93, 0.33, -0.88], [2.09, -0.28, 0.84], [0.62, 1.82, 0.65], [-0.92, 1.01, 0.67], [-1.87, 0.95, -0.28], [-3.05, 0.26, 0.21], [-2.63, -0.24, 1.58], [-1.32, 0.36, 1.76], [-1.80, 1.40, -1.18], [-3.31, -0.56, -0.46], [-3.91, 0.93, 0.29], [-2.54, -1.32, 1.64], [-3.31, 0.08, 2.37], [-0.69, 0.20, 2.54]]
}

---

3.
{
  "formula": "C8H7N6",
  "method": "ωB97M-V/def2-TZVPD",
  "e_lumo_ev": -3.9,
  "orbital_gap_ev": 9.52,
  "charge": 1,
  "fmax_ev_per_a": 4.72,
  "total_energy_ev": -17338.713,
  "relative_energy_ev": 0.260,
  "elements": ["C", "C", "C", "C", "C", "C", "C", "C", "N", "N", "N", "N", "N", "N", "H", "H", "H", "H", "H", "H", "H"],
  "coordinates": [[-0.07, -0.06, -3.01], [1.02, 1.00, -1.11], [-2.56, 0.31, -1.31], [-1.12, 1.01, 0.37], [0.64, -1.70, 0.98], [1.45, -1.40, 2.14], [-0.21, 0.93, -1.92], [-1.35, 0.68, -0.93], [-0.04, -0.91, -3.78], [1.98, 0.90, -0.50], [-3.60, 0.16, -1.87], [-0.79, 1.19, 1.45], [-0.16, -1.74, 0.16], [1.54, 0.15, 2.04], [-4.36, -0.45, -1.80], [0.85, -1.74, 3.16], [2.29, -1.99, 2.13], [-0.15, 1.98, -2.33], [0.52, 0.73, 1.86], [2.13, 0.52, 1.36], [2.00, 0.43, 2.91]]
}

---

4.
{
  "formula": "C8H7NO2",
  "method": "ωB97M-V/def2-TZVPD",
  "e_lumo_ev": 0.1,
  "orbital_gap_ev": 8.54,
  "fmax_ev_per_a": 2.86,
  "total_energy_ev": -13989.669,
  "relative_energy_ev": 5.189,
  "elements": ["C", "C", "C", "C", "C", "C", "C", "C", "N", "O", "O", "H", "H", "H", "H", "H", "H", "H"],
  "coordinates": [[2.52, 0.11, 0.25], [1.63, 1.25, 0.06], [1.68, -0.95, 0.51], [0.35, 0.69, -0.14], [-0.69, -1.54, 0.22], [-2.46, 0.66, 0.81], [-2.09, -0.67, 0.15], [-0.77, 1.41, -0.72], [0.41, -0.65, 0.13], [-2.95, -1.17, -0.57], [-1.85, 1.68, 0.39], [3.61, 0.09, 0.56], [1.73, 2.21, -0.42], [1.82, -2.01, 0.71], [-0.44, -2.16, 1.18], [-0.78, -2.24, -0.60], [-0.44, 2.46, -1.09], [-1.28, 0.83, -1.43]]
}

---

5.
{
  "formula": "C8H7NO6Tb",
  "method": "ωB97M-V/def2-TZVPD",
  "spin_multiplicity": 7,
  "s2": 12.657,
  "e_lumo_ev": [-13.7, -16.5],
  "orbital_gap_ev": [7.08, 5.51],
  "charge": 3,
  "fmax_ev_per_a": 17.64,
  "total_energy_ev": -44569.931,
  "elements": ["O", "C", "Tb", "O", "C", "C", "O", "C", "O", "C", "O", "C", "N", "C", "C", "O", "H", "H", "H", "H", "H", "H", "H"],
  "coordinates": [[-0.32, 0.16, -6.09], [-0.32, 0.16, -4.95], [-0.32, 0.16, -2.06], [-1.88, -2.47, -1.97], [-1.29, -1.49, -2.04], [0.66, 1.80, -2.04], [1.24, 2.79, -1.97], [-1.96, 1.13, -2.04], [-2.95, 1.72, -1.97], [1.33, -0.82, -2.04], [2.32, -1.40, -1.97], [-0.95, 0.35, 2.80], [0.32, -0.15, 2.29], [1.36, -0.58, 3.21], [0.54, -0.22, 0.95], [-0.33, 0.13, 0.17], [-0.99, 0.34, 3.91], [-1.78, -0.29, 2.43], [-1.11, 1.39, 2.46], [1.60, -1.65, 3.03], [2.28, 0.03, 3.05], [1.05, -0.48, 4.27], [1.49, -0.59, 0.57]]
}

---

6.
{
  "formula": "C8H7NOS",
  "method": "ωB97M-V/def2-TZVPD",
  "e_lumo_ev": 0.2,
  "orbital_gap_ev": 9.71,
  "fmax_ev_per_a": 3.62,
  "total_energy_ev": -22778.688,
  "relative_energy_ev": 3.591,
  "elements": ["C", "C", "C", "C", "C", "C", "C", "C", "N", "O", "S", "H", "H", "H", "H", "H", "H", "H"],
  "coordinates": [[-2.14, -0.38, -0.42], [-2.07, 0.93, -0.80], [-1.03, -1.02, 0.08], [-0.92, 1.65, -0.53], [0.16, -0.37, 0.29], [0.22, 0.98, -0.04], [1.70, -3.07, -0.85], [1.30, -1.22, 0.81], [1.55, -2.16, -0.17], [2.91, 1.16, 0.13], [1.72, 2.01, -0.08], [-3.00, -0.85, -0.66], [-2.78, 1.55, -1.21], [-1.21, -2.12, 0.40], [-0.97, 2.73, -0.86], [1.42, 2.56, 1.28], [2.16, -0.73, 0.96], [1.00, -1.67, 1.68]]
}

---

- Number 1 is which compound?
  C8H7N2O2